The following is a DFT calculation (ωB97M-V/def2-TZVPD) of a 11-piece molecular cluster, C51H125N5O29P6 overall.

Geometry as XYZ:
```
216
Properties=species:S:1:pos:R:3:forces:R:3:mulliken_charge:R:1
C 17.0994 20.2715 21.5823 0.406 0.124 0.285 -0.933
C 17.9309 19.5385 22.6516 0.202 0.816 0.270 1.523
C 18.8243 20.6378 23.3680 -0.668 -0.992 -0.692 -1.813
C 16.9481 18.7737 23.5838 0.721 0.203 -0.286 0.417
C 17.7244 17.9709 24.5828 0.893 -1.286 -0.042 -1.115
C 18.6859 17.0123 23.8360 -0.173 -0.011 0.044 -0.797
C 19.6349 17.6229 22.8180 -0.002 2.258 0.065 2.135
C 20.8358 18.3492 23.5051 -0.714 -0.186 -1.303 -1.852
C 20.1868 16.5809 21.8896 -0.569 -0.881 0.283 -2.449
N 18.7499 18.4939 21.9951 -0.079 0.308 -0.559 1.192
O 19.5275 19.1358 20.9856 0.052 -0.099 -0.396 -0.505
H 16.6613 19.5781 20.8973 -0.140 -0.548 -0.634 -0.729
H 16.2695 20.7898 22.0316 -0.412 0.216 0.569 0.801
H 17.6373 21.0436 21.0297 0.278 -0.314 -0.042 -0.238
H 18.2728 21.5814 23.4167 -0.009 -0.175 0.436 0.462
H 19.1732 20.2571 24.3371 -0.141 0.738 -0.292 0.279
H 19.6634 20.8093 22.6830 0.011 -0.057 0.356 0.307
H 16.3252 19.4351 24.1656 -0.550 0.553 -0.318 0.643
H 16.3655 18.1250 22.9207 -0.124 0.241 0.176 -1.626
H 18.2667 18.6690 25.2085 0.278 0.042 0.314 0.635
H 17.1178 17.3516 25.2801 0.043 0.440 -0.491 0.450
H 18.0655 16.3577 23.2169 -0.042 -0.450 0.418 -0.277
H 19.3140 16.4655 24.5350 -0.198 -0.438 0.152 0.573
H 21.3576 18.9689 22.7597 -0.170 -0.166 0.278 0.256
H 21.4997 17.5620 23.8146 0.462 -0.167 0.466 0.549
H 20.5046 18.9642 24.3211 0.218 0.038 0.458 0.371
H 19.3716 16.1725 21.3112 -0.225 -0.050 -0.502 0.069
H 20.5316 15.7561 22.4812 0.431 -0.592 0.494 0.602
H 20.9978 16.8622 21.2479 0.263 0.567 -0.328 0.634
H 19.2784 18.6868 20.1327 0.135 0.077 0.877 0.311
C 17.2300 19.6029 10.5471 -0.573 -0.608 -1.121 -1.395
C 17.9528 20.9471 10.5111 -0.848 0.859 0.417 1.817
C 19.3105 20.7693 9.8621 -0.917 0.026 -0.204 -2.264
C 17.1009 21.9972 9.7694 0.591 -0.866 -0.924 -1.288
C 15.8131 22.3393 10.4856 1.265 1.408 -0.361 -0.568
C 16.1833 22.9064 11.8412 0.568 -0.878 1.009 -1.570
C 17.0449 21.9307 12.7087 -0.935 -1.031 -1.484 2.188
C 17.6475 22.6505 13.8498 -0.285 0.780 1.711 -2.204
C 16.1950 20.7338 13.2084 0.712 0.164 0.427 -1.390
N 18.1647 21.5283 11.8534 0.383 0.584 -0.927 0.005
O 19.0528 20.6959 12.5468 0.237 -0.702 0.800 -0.323
H 16.1189 19.6962 10.5763 0.868 -0.045 0.413 0.197
H 17.3817 19.0736 9.5630 0.241 0.232 1.101 0.517
H 17.6275 19.0317 11.4007 -0.336 -0.181 -0.538 0.049
H 19.1694 20.5033 8.8296 -0.074 -0.074 -0.577 0.460
H 19.8728 21.6727 9.9139 0.549 0.712 0.107 0.488
H 19.8241 19.9665 10.3294 0.645 -0.623 0.439 0.444
H 17.6742 22.9355 9.6156 -0.127 -0.548 0.134 0.364
H 16.8918 21.5683 8.7671 0.047 0.306 0.348 0.375
H 15.3993 23.1122 9.8397 -0.653 0.119 0.297 0.380
H 15.1231 21.5312 10.5566 -0.515 -0.649 0.027 0.385
H 15.3183 23.0720 12.4437 -0.854 0.439 0.381 0.461
H 16.7511 23.8299 11.8032 -0.017 0.286 -0.437 0.480
H 16.8831 23.2582 14.3550 0.032 -0.196 0.011 0.404
H 18.3585 23.3586 13.4653 0.620 0.315 -0.049 0.574
H 18.1095 22.0115 14.6300 -0.173 0.202 -0.608 0.336
H 16.9517 19.9736 13.5130 -0.776 0.177 -0.242 0.078
H 15.5382 20.3745 12.3985 0.175 -0.045 0.782 0.340
H 15.6415 21.0213 14.1315 0.072 -0.193 -0.752 0.291
H 19.7435 21.2903 12.8527 0.094 -0.008 -0.056 0.300
C 9.4734 20.9000 19.7152 1.954 -1.091 1.119 -1.803
C 10.7786 19.8861 19.4971 -1.623 1.130 -1.282 1.693
C 10.2511 18.8282 18.4514 -0.711 -0.052 1.621 -1.779
C 11.9502 20.6870 18.9280 -2.269 2.198 -1.574 -1.379
C 13.1350 19.8475 18.8295 1.232 0.036 -0.556 0.935
C 13.5220 19.4153 20.1939 0.403 0.653 0.619 0.118
C 12.4861 18.6598 20.9326 -0.142 -0.573 0.200 1.908
C 12.3838 17.2142 20.4509 0.225 -0.163 0.435 -1.449
C 12.8892 18.5936 22.4283 -0.340 0.139 -0.356 -2.150
N 11.2473 19.4027 20.7836 -0.375 1.021 0.433 0.323
O 10.2365 18.6830 21.3985 -1.287 -0.928 0.626 -0.539
H 9.7425 21.5177 20.5842 -0.086 0.068 -0.224 0.466
H 9.2869 21.5576 18.8759 0.239 -0.073 -0.355 0.379
H 8.5398 20.3887 19.9758 0.319 -0.242 -0.220 0.379
H 9.8339 19.3471 17.5924 0.104 0.046 -0.098 0.473
H 10.9293 18.0459 18.1403 0.402 0.130 -0.175 0.290
H 9.4190 18.2975 18.9621 0.349 0.252 -0.390 0.348
H 11.6820 21.0258 17.8996 -0.158 -0.271 0.464 0.417
H 12.0825 21.6759 19.4333 0.157 -0.938 0.242 0.066
H 12.8945 18.9979 18.1666 0.483 0.237 0.167 0.176
H 13.9645 20.4455 18.4163 -0.156 -0.506 -0.150 -1.015
H 13.7230 20.2886 20.8372 0.432 -0.054 -0.502 0.435
H 14.3541 18.7769 20.1079 1.433 -0.485 0.265 -0.792
H 12.2196 17.0701 19.3823 0.041 0.086 0.171 0.106
H 11.6055 16.7455 21.0342 -0.465 -0.334 -0.149 0.567
H 13.3039 16.7240 20.7632 0.188 -0.199 -0.324 0.154
H 13.0853 19.5567 22.8901 -0.111 0.336 -0.222 0.366
H 13.7622 17.9773 22.6221 0.190 -0.098 -0.394 0.382
H 12.0728 18.1355 22.9452 -0.529 -0.302 0.568 0.585
H 9.7652 19.3111 21.9547 0.109 0.063 0.050 0.370
C 14.8293 11.9593 16.0190 1.440 -0.804 0.086 -0.229
O 14.6821 13.2762 15.5413 -0.589 1.485 -0.494 0.446
P 13.4077 13.6965 14.7001 1.387 0.120 -0.265 0.896
O 13.2792 15.1597 14.5100 -0.328 -1.240 0.285 -0.741
O 13.5752 12.8782 13.3202 -0.532 -0.390 2.472 -0.434
C 13.6015 13.4724 12.0690 0.532 0.932 -0.850 -0.679
O 12.3529 12.8735 15.5552 -0.289 0.763 -0.212 -0.371
C 10.9625 13.0394 15.3258 -0.680 -0.168 -0.766 -0.765
H 15.2753 11.3837 15.1917 -0.320 -0.256 0.376 0.226
H 13.8892 11.5339 16.3582 0.158 -0.046 0.025 0.216
H 15.5740 12.0136 16.8262 -0.461 -0.253 -0.182 -0.083
H 14.6211 13.4646 11.6866 -0.014 -0.267 -0.263 0.157
H 13.3227 14.5115 12.1233 -0.292 0.454 0.038 0.337
H 12.9061 12.9438 11.4473 -0.146 -0.267 -0.579 0.323
H 10.4151 12.6075 16.1750 0.279 0.140 -0.353 0.242
H 10.7233 12.5086 14.3877 -0.232 0.080 0.450 0.305
H 10.6830 14.0927 15.1863 0.187 -0.194 0.240 0.283
C 15.9959 16.2884 16.5237 0.712 0.392 -0.172 -0.473
O 17.2106 16.4423 17.3245 -0.131 -1.668 -0.892 0.338
P 17.4944 17.6703 18.1981 -0.304 0.472 1.204 -0.124
O 18.8176 17.5981 18.8490 -0.427 0.012 -0.099 -0.800
O 16.2322 17.7498 19.2294 0.961 0.503 -1.026 0.702
C 16.2700 16.7802 20.2653 0.868 -0.384 1.614 0.980
O 17.3001 18.8473 17.1878 -0.855 -0.153 0.018 -0.139
C 17.2632 20.2189 17.5886 1.503 0.167 0.759 0.391
H 15.9126 17.2291 15.9730 -0.399 -0.253 -0.016 -0.010
H 15.1508 16.1374 17.1881 -0.099 -0.102 -0.052 0.233
H 16.1587 15.4617 15.8137 -0.140 0.378 0.688 -0.144
H 17.3001 16.6325 20.6517 -0.562 0.502 -0.072 -0.863
H 15.9816 15.8035 19.9317 -0.639 -0.451 -0.458 0.675
H 15.6307 17.0698 21.1277 0.314 0.089 -0.833 -1.332
H 16.3879 20.4841 18.1891 0.049 -0.143 -0.391 -0.063
H 17.3895 20.7707 16.6662 -0.417 0.343 0.017 -0.124
H 18.1750 20.3966 18.1988 -0.631 0.159 -0.189 0.208
C 24.6639 14.1046 15.7391 0.730 -1.842 -0.413 -0.689
O 23.7956 15.1118 16.1656 -0.311 0.932 1.435 -0.293
P 23.6885 15.3749 17.7694 -0.174 -0.046 0.016 0.507
O 24.0643 14.2567 18.6534 0.114 0.598 -0.923 -0.736
O 22.2077 15.8562 17.9082 0.491 1.401 0.462 0.494
C 21.0785 15.0238 17.8525 -0.550 0.078 -0.647 -0.070
O 24.4845 16.7056 18.0536 0.624 -0.635 0.235 -0.368
C 24.4215 18.0007 17.4567 -0.965 -0.458 -0.179 -0.479
H 25.4071 13.8133 16.5092 -0.267 0.408 -0.449 0.341
H 25.1603 14.3865 14.7950 -0.218 0.073 0.497 0.238
H 24.0660 13.1918 15.5612 0.293 0.298 -0.113 0.212
H 21.3922 14.0093 18.0193 -0.290 -0.572 0.394 0.466
H 20.7219 15.1288 16.8343 -0.474 -0.282 -0.235 -0.015
H 20.2912 15.3904 18.5292 0.572 -0.214 -0.054 -0.334
H 25.1370 18.6158 17.9945 0.128 -0.019 -0.206 0.237
H 23.4076 18.3793 17.6580 0.325 0.145 -0.388 0.178
H 24.6323 17.9362 16.3709 -0.090 0.173 0.614 0.249
C 18.3982 9.8741 20.6016 -1.114 0.190 -0.133 -0.516
O 19.0873 10.3223 19.4273 0.485 -0.286 1.122 -0.349
P 18.3570 11.3946 18.5531 0.561 0.198 -0.983 0.634
O 16.9304 11.1345 18.3506 -0.392 0.459 0.233 -0.702
O 18.7351 12.8593 19.0973 -0.414 -0.575 -0.116 0.240
C 17.7151 13.8411 19.5250 0.632 -0.318 -0.434 0.304
O 19.2677 11.1455 17.2614 -0.243 0.040 0.970 -0.449
C 19.3131 12.1262 16.2617 1.118 -0.173 -1.274 0.146
H 17.7089 10.6581 20.9404 0.259 -0.089 0.240 0.127
H 19.0693 9.5845 21.4032 0.370 0.170 -0.245 0.268
H 17.7550 9.0335 20.3384 0.177 -0.113 -0.037 0.280
H 18.1986 14.8340 19.4590 -0.105 -0.666 0.214 -0.531
H 17.3751 13.6062 20.5429 0.134 0.200 -0.508 0.194
H 16.9135 13.8162 18.7890 -0.217 -0.036 0.200 0.226
H 18.7844 13.0009 16.5625 -0.503 0.805 -0.109 -0.196
H 18.9752 11.7299 15.2956 -0.432 0.030 0.487 0.020
H 20.3616 12.3834 16.0665 -0.103 0.140 0.322 0.306
C 15.7028 16.9270 13.2742 -0.864 0.256 -0.531 -1.350
O 16.5588 15.8636 13.6611 1.150 -0.571 -1.110 1.161
P 17.6224 15.4246 12.5148 -0.056 -0.890 0.963 0.787
O 17.0681 15.2595 11.1717 0.064 -0.027 0.259 -0.787
O 18.8480 16.4126 12.5813 -0.272 -0.146 -0.481 -0.472
C 19.2927 16.9038 13.8387 0.146 0.626 0.584 -0.212
O 18.2419 14.1206 13.2338 -0.165 0.798 -0.184 -0.149
C 17.5859 12.8855 13.1116 -0.610 -1.722 0.287 -0.910
H 14.8677 16.9434 13.9746 0.016 -0.071 -0.240 0.356
H 15.3540 16.7760 12.2363 -0.050 0.028 0.519 0.301
H 16.2335 17.8655 13.3092 0.231 0.419 0.085 0.358
H 18.4036 17.2031 14.3851 0.051 0.267 0.385 -0.200
H 19.9113 17.8142 13.6437 -0.307 -1.023 0.220 0.271
H 19.7851 16.1107 14.4341 0.105 0.510 -0.487 0.259
H 17.2994 12.6687 12.1051 -0.455 0.373 -0.905 0.379
H 16.6948 12.7173 13.7574 0.569 0.698 -0.159 0.224
H 18.2660 12.0512 13.3045 0.313 0.470 0.410 0.342
C 10.9044 25.1656 14.8668 -0.072 0.821 -1.160 -0.782
O 11.2566 25.2243 16.2415 1.099 -0.518 0.131 -0.359
P 12.8408 25.0794 16.5921 -1.369 -0.282 0.376 1.083
O 13.7666 25.8639 15.7694 -0.136 -0.015 0.265 -0.765
O 12.7577 25.3949 18.1491 0.724 0.144 -0.395 -0.256
C 13.1004 26.6798 18.6836 -0.318 -0.022 0.483 -0.804
O 13.0554 23.5089 16.5831 0.303 0.000 -0.204 -0.206
C 14.3480 22.9312 16.9145 -0.774 -0.358 -0.099 -0.591
H 11.6342 25.7712 14.3109 -0.302 -0.151 -0.093 0.357
H 9.8986 25.5816 14.6852 0.445 0.011 0.570 0.260
H 10.8835 24.1714 14.4266 0.247 -0.359 0.418 0.261
H 13.7124 26.5174 19.5679 -0.096 -0.105 0.108 0.229
H 12.1687 27.1691 18.9703 0.130 0.099 -0.009 0.307
H 13.6713 27.3159 18.0197 -0.019 -0.104 -0.509 0.366
H 14.2805 21.8567 16.7737 -0.176 -0.008 -0.590 0.066
H 14.5110 23.0132 17.9617 0.308 0.562 0.950 0.336
H 15.1667 23.3498 16.3500 0.071 0.255 -0.228 0.569
C 19.7264 22.9698 19.8477 0.615 0.091 0.798 -0.643
N 18.6175 23.8406 20.2629 2.182 -0.779 0.054 -0.185
C 17.4168 23.6746 19.7510 -2.413 2.385 -0.360 0.640
C 16.3595 24.7467 20.1807 1.335 -0.474 -0.851 -1.059
O 17.0970 22.8188 18.9577 0.080 -1.062 -0.345 -0.442
H 19.7895 22.0511 20.4820 0.004 0.710 -0.497 0.016
H 20.6522 23.5771 19.9450 -0.468 -0.618 0.034 0.424
H 19.6343 22.6712 18.8080 -0.225 0.021 -0.056 0.160
H 18.8892 24.6840 20.7324 -0.427 0.052 0.131 0.287
H 15.7683 25.0602 19.3231 -0.088 -0.395 -0.085 0.075
H 16.8103 25.6541 20.5691 0.089 -0.034 0.445 0.427
H 15.7650 24.2289 20.8976 -0.755 0.020 0.674 0.314
C 17.1303 12.6785 24.2864 0.387 0.222 -0.441 -0.960
N 16.1158 13.7365 24.4208 1.813 -2.539 1.062 -0.192
C 15.9420 14.5590 23.4038 -1.213 1.612 -0.266 0.226
C 14.9145 15.6368 23.6828 0.416 -0.327 0.614 0.085
O 16.5039 14.4567 22.3298 0.132 -0.237 -0.286 -0.516
H 17.4507 12.2800 25.2294 0.103 0.297 0.709 0.375
H 17.9932 13.0121 23.7071 0.016 0.407 0.308 0.234
H 16.8233 11.8073 23.7427 -0.920 -0.342 -0.465 0.314
H 15.8742 13.9611 25.3719 -0.365 0.267 -0.349 0.293
H 14.6775 15.6729 24.7549 -0.416 -0.235 -0.345 0.443
H 14.0471 15.4396 23.0509 -0.014 0.333 0.166 0.191
H 15.3816 16.5867 23.5021 -0.055 0.436 -0.574 -0.301
```
Forces are in eV/Å.

Computed properties:
Total charge = 0
E_tot = -6522.51661 Ha
F_max = 0.0686 Eh/bohr
Orbital gap = 8.482 eV
Energy relative to the best compared isomer or geometry (same formula, charge and spin) = 56.0 kcal per mole
SMILES = CC1(C)CCCC(C)(C)N1O.CC1(C)CCCC(C)(C)N1O.CC1(C)CCCC(C)(C)N1O.COP(=O)(OC)OC.COP(=O)(OC)OC.COP(=O)(OC)OC.COP(=O)(OC)OC.COP(=O)(OC)OC.COP(=O)(OC)OC.CNC(C)=O.CNC(C)=O